(1)
DFT (ωB97M-V/def2-TZVPD) results for a 2-piece molecular cluster, C24H41FN4O8Si overall at a distorted geometry.

The HOMO energy is -9.31 eV. For the electronic energy, the calculation gives -58475.0126 eV. The value obtained for the strongest force on any atom is 9.3 eV/A. As for the HOMO-LUMO gap: 8.51 eV.

ORCA input file:
```
! RIJCOSX wB97M-V def2-TZVPD def2/J DEFGRID3
* xyz 0 1
C -6.2511 -1.0349 -0.2650
C -5.6324 0.3174 0.4260
O -6.7111 1.0885 1.0651
C -4.7570 1.2535 -0.6064
N -3.3810 0.6332 -0.7056
C -2.3236 1.4918 0.0152
C -0.8776 1.0594 -0.7051
O 0.3034 1.5388 0.0202
C 1.5228 1.5367 -0.8017
C 1.7459 0.4478 -1.9874
C 1.5554 -1.1205 -1.6169
C 1.6340 -1.5515 -0.0572
C 0.5852 -2.8414 0.1323
O 0.3493 -3.1232 1.5720
C -0.9964 -2.7007 1.9917
O -1.8780 -3.5326 2.5909
C 1.4355 3.0652 -1.4777
O 0.6018 3.2678 -2.6664
N 0.4585 4.6036 -2.8467
O -0.7440 4.8354 -2.7293
C 2.9041 3.7797 -1.3477
O 3.5689 4.5618 -2.2133
N 3.3431 3.2539 0.0355
C 2.6834 1.8823 0.2923
F 2.1109 2.0733 1.6663
C 3.9800 0.9268 0.5255
C 4.9369 0.6934 -0.7946
O 4.7377 -0.7215 -1.2041
Si 5.8429 -1.1866 -2.4904
C 5.2805 -2.9869 -3.0405
C 5.7466 -0.0972 -4.0785
C 7.6800 -1.4260 -1.8480
H -5.5383 -1.9740 -0.1478
H -6.4916 -0.8551 -1.3998
H -7.2620 -1.3332 0.2716
H -4.8720 -0.0494 1.2659
H -6.8866 0.5983 1.9401
H -5.2504 1.1418 -1.6840
H -4.7492 2.3937 -0.3399
H -3.0881 0.5352 -1.7200
H -2.5276 2.6415 -0.0689
H -2.3014 1.0906 1.1327
H -0.8575 -0.1313 -0.6258
H -0.9054 1.3035 -1.8478
H 2.7907 0.5564 -2.5550
H 0.9381 0.6916 -2.8337
H 0.5403 -1.4985 -2.0889
H 2.4085 -1.7221 -2.1965
H 1.2929 -0.7641 0.7331
H 2.7111 -2.0146 0.1615
H -0.4580 -2.4387 -0.2835
H 0.9176 -3.7916 -0.4640
H -1.3237 -1.5685 1.8324
H 0.8097 3.6478 -0.6450
H 2.8305 3.9227 0.6852
H 3.7429 -0.1181 1.0524
H 4.6743 1.4925 1.3164
H 6.0638 0.8138 -0.4706
H 4.7473 1.4665 -1.6537
H 5.5069 -3.7387 -2.1584
H 4.0906 -2.9121 -3.0924
H 5.7325 -3.3081 -4.0725
H 6.8514 0.0276 -4.5079
H 5.1608 -0.7171 -4.9077
H 5.1919 0.9249 -3.9390
H 8.1456 -0.4296 -1.4400
H 7.6003 -2.2599 -1.0078
H 8.2667 -1.8555 -2.7939
C -5.7404 -1.1250 6.6832
C -5.8194 0.1883 6.2322
C -6.3408 0.4175 4.9689
N -6.7745 -0.5623 4.1460
C -6.6835 -1.8273 4.6106
C -6.1808 -2.1558 5.8594
H -5.3387 -1.3437 7.6683
H -5.4836 1.0137 6.8495
H -6.4263 1.4253 4.5732
H -7.0364 -2.5966 3.9294
H -6.1331 -3.1897 6.1817
*
```

***

(2)
DFT (ωB97M-V/def2-TZVPD) results for C24H42BCrN11O3S3 as an isolated structure at a distorted geometry.

The HOMO energy (alpha / beta) is -10.20 / -10.17 eV. For the electronic energy, the calculation gives -109702.4047 eV. The value obtained for the strongest force on any atom is 1.1 eV/A. The value obtained for the energy relative to the best compared isomer or geometry (same formula, charge and spin) is 10.71 kcal/mol. As for the HOMO-LUMO gap (alpha / beta): 7.05 / 7.61 eV.

ORCA input file:
```
! RIJCOSX wB97M-V def2-TZVPD def2/J DEFGRID3
* xyz 1 2
Cr -0.9270 -0.0343 1.2137
C 3.2933 -2.4537 2.3031
C 3.6986 -2.7444 0.8637
C 5.2244 -2.6827 0.7679
C 3.1779 -4.1326 0.4882
N 3.1402 -1.7709 -0.1410
C 3.4510 -1.9481 -1.4848
C 2.8303 -0.9830 -2.1746
N 2.1320 -0.2000 -1.2723
B 1.2744 0.9726 -1.8344
N 0.0049 0.3869 -2.5194
C -0.2998 0.7461 -3.8177
C -1.2286 -0.1063 -4.2810
N -1.5027 -1.0092 -3.2627
C -0.7438 -0.6806 -2.1870
S -0.7485 -1.5117 -0.6697
C -2.4229 -2.1913 -3.4144
C -3.0111 -2.1820 -4.8231
C -1.6184 -3.4794 -3.2303
C -3.5716 -2.0937 -2.4109
N 1.0311 2.1127 -0.8024
C 2.0788 2.9498 -0.4769
C 1.5851 3.9762 0.2285
N 0.2121 3.7746 0.3531
C -0.1053 2.6158 -0.2878
S -1.6162 1.7595 -0.2907
C -0.6481 4.8737 0.9202
C -2.1403 4.6187 0.7526
C -0.2948 6.1689 0.1743
C -0.3213 5.0048 2.4080
C 2.3261 -0.6883 -0.0252
S 1.6214 -0.0353 1.4016
H 3.7929 -3.1971 2.9279
H 2.2184 -2.5462 2.4496
H 3.6059 -1.4634 2.6271
H 5.6586 -3.3679 1.4970
H 5.5801 -1.6740 0.9875
H 5.5896 -2.9712 -0.2186
H 3.5636 -4.8656 1.1978
H 3.4920 -4.4376 -0.5106
H 2.0866 -4.1511 0.5282
H 4.0859 -2.7402 -1.8372
H 2.8184 -0.7792 -3.2332
H 1.9088 1.4834 -2.7240
H 0.1775 1.5812 -4.3013
H -1.7046 -0.1412 -5.2418
H -2.2382 -2.2598 -5.5897
H -3.6200 -1.2943 -5.0085
H -3.6575 -3.0530 -4.9180
H -0.7802 -3.5046 -3.9307
H -2.2628 -4.3359 -3.4343
H -1.2329 -3.5750 -2.2167
H -4.0422 -1.1089 -2.4683
H -3.2298 -2.2680 -1.3936
H -4.3223 -2.8462 -2.6569
H 3.0927 2.7367 -0.7744
H 2.0919 4.8155 0.6690
H -2.4168 4.5003 -0.2957
H -2.6581 5.4952 1.1448
H -2.4785 3.7440 1.3012
H -0.3306 6.0104 -0.9044
H 0.6949 6.5434 0.4376
H -1.0200 6.9408 0.4320
H -0.7107 4.1481 2.9638
H -0.7903 5.9061 2.8047
H 0.7542 5.0826 2.5797
N -0.7111 1.2434 2.7553
N -0.1097 0.5861 3.8647
C -0.1743 -0.7273 3.9563
N 0.2709 -1.3587 5.0428
N -0.7201 -1.2945 2.8491
N -1.1069 -2.6126 2.8597
O -1.7622 -2.9694 1.9045
O -0.8862 -3.3355 3.8287
H -0.1796 2.0892 2.5913
H -2.4500 1.1933 2.8937
H 0.3015 1.1296 4.6026
H 0.5328 -0.8416 5.8636
H 0.0939 -2.3492 5.0939
C -3.9511 -0.6246 0.7802
C -2.8744 0.0629 1.5344
O -3.2948 0.7897 2.5033
H -4.9398 -0.3847 1.1711
H -3.7634 -1.7005 0.8171
H -3.8734 -0.3358 -0.2711
*
```

***

(3)
DFT (ωB97M-V/def2-TZVPD) results for C24H42BO26S5V as an isolated structure at a distorted geometry.

The HOMO energy is -9.04 eV. For the electronic energy, the calculation gives -159343.0415 eV. The value obtained for the strongest force on any atom is 5.0 eV/A. As for the HOMO-LUMO gap: 8.13 eV.

ORCA input file:
```
! RIJCOSX wB97M-V def2-TZVPD def2/J DEFGRID3
* xyz 0 1
O 23.6497 10.9569 21.2421
V 23.4589 9.4669 20.7644
O 22.0782 9.2432 20.0220
O 27.2953 3.8073 21.5920
C 26.3887 4.3419 22.2325
O 25.1814 4.5877 21.8764
B 24.4870 5.2720 22.9402
O 25.2775 5.0752 24.1139
C 26.4445 4.6903 23.7433
O 27.4645 4.6720 24.4358
O 23.1475 4.7410 23.1785
C 22.1779 5.6816 23.1313
O 20.9902 5.5912 23.1305
C 22.9569 6.9991 22.7832
O 24.2836 6.7223 22.6873
O 22.5389 8.1553 22.5544
C 17.5655 11.7362 23.7934
C 18.3006 10.8812 24.7770
O 19.1967 10.0977 23.9998
S 19.3096 10.6553 22.4631
O 19.6127 9.6370 21.4211
O 20.1022 11.8486 22.4530
O 17.7758 11.0772 22.5638
H 17.8100 12.7980 23.8221
H 16.5130 11.8086 24.0675
H 17.6239 10.2507 25.3539
H 18.9049 11.3917 25.5269
O 23.7653 4.7221 19.3240
S 23.6505 6.1289 18.9170
O 23.9137 7.2142 19.8800
O 24.6495 6.3133 17.5799
C 26.0795 6.2928 17.8153
C 26.5788 4.7992 17.8582
C 22.1367 6.4317 18.0089
H 26.4923 6.9382 18.5906
H 26.4760 6.5138 16.8243
H 26.2009 4.2504 18.7208
H 27.6527 4.8277 18.0425
H 26.3228 4.2021 16.9829
H 21.3842 6.2206 18.7687
H 22.0840 5.7113 17.1926
H 22.2532 7.4405 17.6129
O 24.2599 9.6983 23.7768
S 23.8103 9.9616 25.1232
O 23.7712 8.8310 26.0377
O 24.7418 11.1957 25.8533
C 24.7631 12.4401 25.2591
C 26.1193 13.1074 25.7328
C 22.1589 10.7486 25.1496
H 23.9143 13.0352 25.5962
H 24.6340 12.2730 24.1898
H 26.9076 12.3855 25.9462
H 25.8364 13.5070 26.7066
H 26.4899 13.9132 25.0991
H 22.0987 11.4808 25.9548
H 21.5473 9.8845 25.4092
H 22.1105 11.3014 24.2114
O 26.6610 10.9372 18.7082
S 25.2906 10.8874 18.2632
O 24.3678 9.7947 18.6100
O 24.5577 12.3892 18.5537
C 25.2740 13.6238 18.4545
C 24.3595 14.7628 17.9828
C 25.2894 11.1512 16.4706
H 26.1872 13.6674 17.8608
H 25.6162 13.8281 19.4690
H 24.3656 14.8086 16.8938
H 24.8566 15.6652 18.3386
H 23.3095 14.8919 18.2453
H 25.9008 12.0326 16.2775
H 24.2568 11.1770 16.1226
H 25.8168 10.2933 16.0535
O 25.5416 9.1128 21.3458
S 26.9243 8.8088 21.8139
O 27.8163 7.9285 21.0613
O 27.7686 10.2795 21.6653
C 27.3679 11.3880 22.3743
C 28.1561 12.4441 21.5258
C 26.9899 8.6210 23.6577
H 27.7702 11.3127 23.3845
H 26.2985 11.5159 22.5422
H 27.7718 13.4262 21.8010
H 28.1024 12.2952 20.4473
H 29.1905 12.5576 21.8504
H 28.0265 8.5780 23.9917
H 26.3743 7.7539 23.8974
H 26.7032 9.5273 24.1911
C 21.1843 13.6363 16.8045
C 20.7852 13.7582 18.1469
C 20.4736 12.5818 18.8160
C 20.3747 11.3698 18.1400
C 20.8523 11.2516 16.8393
C 21.1547 12.4051 16.1058
H 21.3756 14.4991 16.1837
H 20.8493 14.7487 18.5727
H 20.1878 12.7017 19.8506
H 20.1873 10.4120 18.6026
H 20.6013 10.3588 16.2858
H 21.4023 12.4531 15.0556
*
```

***

(4)
DFT (ωB97M-V/def2-TZVPD) results for C24H42BrCl2F2ILiMgN4O10P2S3 as an isolated structure at a distorted geometry.

The HOMO energy is -8.75 eV. For the electronic energy, the calculation gives -217340.6893 eV. The value obtained for the strongest force on any atom is 3.0 eV/A. As for the HOMO-LUMO gap: 1.61 eV.

ORCA input file:
```
! RIJCOSX wB97M-V def2-TZVPD def2/J DEFGRID3
* xyz 1 1
C 1.3817 -5.9873 2.3650
C 0.4321 -5.6480 1.2449
C 0.2687 -6.5147 0.2014
C -0.6029 -6.2601 -0.8022
C -1.3400 -5.1136 -0.7933
C -1.1940 -4.2091 0.2044
C -2.0017 -2.9104 0.1802
C -1.0642 -1.7100 0.2195
O -1.1605 -1.2392 1.5870
C -0.2797 -0.1914 1.8705
I -0.3429 0.2729 3.9761
C -0.3721 1.0241 0.9567
C 0.8173 2.0277 1.1550
C 2.0720 1.6498 1.9940
N 3.3088 2.1877 1.3980
P -1.8865 2.0993 1.5154
S -3.3746 1.3103 2.4885
N -0.4636 0.5830 -0.5289
C -0.8034 1.7592 -1.4213
C -0.0286 1.9517 -2.7229
C 1.0186 3.0717 -2.6785
C 1.9153 2.8960 -3.9111
S 3.5719 3.4318 -3.6148
O 4.4486 2.7767 -4.5202
O 3.6308 4.8464 -3.6879
O 3.9253 2.9558 -2.1423
P 1.2786 -0.0133 -0.9398
S 1.4647 -1.4985 -2.1688
C -1.4256 -0.5495 -0.7186
C -1.5253 -0.8287 -2.2314
N -1.6820 -2.2244 -2.6322
C -2.9087 -0.2527 -0.3680
O -3.7904 -0.9956 -1.2462
N -5.0712 -1.1401 -0.5898
O -5.4917 -2.1959 -0.7768
C -0.2968 -4.4870 1.2176
H 1.7226 -5.1097 2.9075
H 0.9034 -6.6459 3.0763
H 2.2832 -6.4463 1.9816
H 0.8444 -7.4210 0.2310
H -0.7033 -6.9779 -1.5918
H -2.0391 -4.9009 -1.5802
H -2.6379 -2.9454 -0.6884
H -2.6395 -2.9851 1.0496
H -0.0589 -2.1132 0.1502
H 0.7009 -0.6489 1.8552
H 1.1397 2.4564 0.2160
H 0.4650 2.9225 1.6481
H 2.2629 0.5957 2.1523
H 2.0360 2.1139 2.9640
H 3.2705 3.1927 1.5152
H 3.3366 2.0366 0.3966
H -2.4250 2.7666 0.4048
H -1.4260 3.1289 2.3376
H -1.8544 1.7819 -1.6677
H -0.6735 2.6936 -0.8981
H 0.4496 1.0853 -3.1667
H -0.7372 2.2846 -3.4713
H 0.5260 4.0280 -2.7703
H 1.6667 2.9932 -1.8154
H 2.0319 1.8545 -4.1757
H 1.5946 3.4823 -4.7579
H 4.8479 2.6603 -2.1656
H 1.9726 -0.3950 0.2267
H 1.9896 1.1041 -1.3807
H -0.6302 -0.4999 -2.7420
H -2.2385 -0.1695 -2.7032
H -1.8821 -2.2539 -3.6260
H -0.8685 -2.7996 -2.4398
H -3.2145 0.7871 -0.4282
H -3.1926 -0.5893 0.6114
H -0.1872 -3.7751 2.0249
C -4.0002 7.2714 3.0135
C -4.1675 5.8258 3.4261
O -3.3379 5.1538 2.4844
C -2.3527 6.0227 2.1335
O -1.3553 5.6936 1.5774
O -2.6559 7.2776 2.5014
F -5.4406 5.4031 3.2787
H -4.6930 7.5531 2.2208
H -4.1059 7.9654 3.8417
H -3.8274 5.5988 4.4373
F 5.3716 1.1393 -5.4395
O 4.7138 -1.8688 0.7617
H 4.3155 -1.5899 -0.0596
Mg -3.1488 -1.4583 -4.6562
Br -3.7074 1.3114 -4.0341
C 5.1207 -5.0512 3.0312
Cl 4.5630 -5.6200 4.5943
Cl 5.1589 -6.3369 1.8219
H 4.4359 -4.2895 2.6977
H 6.1134 -4.6296 3.1342
Li 3.9358 -3.5374 1.4738
*
```

***

(5)
DFT (ωB97M-V/def2-TZVPD) results for a 12-piece molecular cluster, C24H42N12O18 overall at a distorted geometry.

The HOMO energy is -9.76 eV. For the electronic energy, the calculation gives -80278.7227 eV. The value obtained for the strongest force on any atom is 3.3 eV/A. As for the HOMO-LUMO gap: 9.67 eV.

ORCA input file:
```
! RIJCOSX wB97M-V def2-TZVPD def2/J DEFGRID3
* xyz 0 1
C 10.8280 12.0027 16.9628
N 11.6672 11.0294 16.0657
O 12.7520 11.3984 15.7851
O 11.1251 10.0404 15.6115
H 10.3488 12.6846 16.2697
H 11.5653 12.5674 17.4652
H 10.1998 11.3804 17.5901
C 11.4947 17.4262 10.2992
N 12.2372 16.5538 9.3844
O 12.3607 15.3893 9.8211
O 12.5237 16.9950 8.3263
H 11.3769 18.4062 9.9300
H 12.0316 17.4364 11.2542
H 10.5084 16.9231 10.4845
C 15.8398 8.7744 13.4031
N 17.3066 8.7149 13.8244
O 17.9069 7.6713 13.8149
O 17.8460 9.7549 14.1665
H 15.3777 7.8943 13.8139
H 15.8843 8.7181 12.3377
H 15.3979 9.7093 13.7980
C 17.2034 16.8814 8.1314
N 16.2118 16.7049 9.1876
O 16.1079 17.5299 10.0449
O 15.4725 15.7204 9.0997
H 16.7218 17.3116 7.2579
H 17.5836 15.9557 7.7697
H 17.9242 17.5618 8.5244
C 12.2952 16.2672 14.2900
N 11.0812 15.3955 14.5918
O 11.2620 14.4308 15.2893
O 10.0518 15.7461 14.1034
H 11.8885 17.1834 13.8922
H 12.9508 15.7768 13.5844
H 12.8619 16.3743 15.2297
C 16.8040 9.0204 7.3762
N 17.0816 7.6522 8.0159
O 17.5735 6.7958 7.3015
O 16.8619 7.6085 9.2006
H 15.7082 9.0476 7.2877
H 17.2085 9.2362 6.3714
H 17.0056 9.7595 8.1136
C 11.7717 9.9118 7.9722
N 12.6281 10.6446 7.0128
O 12.6983 10.1687 5.9179
O 13.1967 11.6416 7.4130
H 11.1186 10.6376 8.4324
H 12.3688 9.4041 8.7347
H 11.2141 9.2100 7.4173
C 16.6898 13.0995 13.4170
N 16.4260 14.3325 14.2746
O 15.2541 14.6861 14.4529
O 17.3615 14.9331 14.7157
H 17.6486 13.1313 12.9826
H 15.8591 12.8575 12.7776
H 16.7668 12.3151 14.2043
C 15.1340 13.8336 6.6730
N 15.9149 14.8593 5.9499
O 15.3083 15.8125 5.4481
O 17.1108 14.6449 5.8313
H 15.1421 12.9219 6.0555
H 14.1270 14.1499 6.8471
H 15.6562 13.5573 7.5903
C 20.3909 12.1645 11.0519
C 19.8563 10.9012 11.2599
C 18.8670 10.4184 10.4217
N 18.5005 11.0835 9.3486
C 19.0048 12.3196 9.1679
C 20.0229 12.8735 9.9333
H 21.1572 12.4934 11.7181
H 20.1312 10.3232 12.1079
H 18.4450 9.4391 10.5135
H 18.7384 12.8315 8.2337
H 20.4938 13.8484 9.7316
C 14.3772 12.8237 10.6063
C 13.2446 12.3322 11.2646
C 13.0604 10.9986 11.5810
N 13.9827 10.1070 11.2081
C 15.0840 10.5606 10.5814
C 15.3573 11.9087 10.2659
H 14.5729 13.8703 10.2935
H 12.4447 12.9680 11.6147
H 12.1442 10.6222 12.0868
H 15.8178 9.7503 10.2905
H 16.2981 12.1195 9.7355
C 7.3415 13.0525 10.9027
C 7.4848 12.8328 12.2697
C 8.7564 13.1216 12.8466
N 9.8297 13.4471 12.1389
C 9.6918 13.6504 10.8136
C 8.4862 13.4649 10.1632
H 6.3726 12.8592 10.3887
H 6.5623 12.6525 12.8819
H 9.0139 12.9735 13.8890
H 10.6797 13.7443 10.3338
H 8.3443 13.5589 9.0951
*
```

***

electronic energy of number 5 (C24H42N12O18)?
-80278.7227 eV

***

The highest electronic energy belongs to which entry?
C24H41FN4O8Si